1.
{"formula": "C4H14O2", "method": "wB97M-V/def2-TZVPD", "multiplicity": 2, "homo_lumo_gap_ev": [11.5, 4.1], "total_energy_ha": -310.8526, "total_charge": 1, "s_squared": 0.75, "elements": ["C", "C", "C", "C", "H", "H", "H", "H", "H", "H", "H", "H", "H", "H", "H", "H", "O", "H", "H", "O"], "positions_angstrom": [[-1.8059, -0.5556, 0.0316], [0.9770, -1.5250, 0.3743], [0.6451, -0.6584, -0.7763], [-0.8359, -0.7447, -1.1705], [-1.9937, -1.5233, 0.5165], [-2.7448, -0.2828, -0.4669], [-1.5936, 0.2298, 0.7513], [1.8274, -1.1585, 0.9846], [1.4427, -2.5070, 0.0552], [0.1161, -1.7734, 0.9836], [1.2507, -0.7910, -1.6971], [0.9605, 0.4083, -0.5239], [-1.1385, -0.0367, -1.9462], [-1.0230, -1.7348, -1.5910], [0.3426, 1.6946, -1.5431], [0.6480, 3.1483, -0.8509], [0.9964, 2.3303, -1.2183], [0.6411, 1.4001, 3.3394], [0.3983, 1.9260, 1.9640], [0.8895, 2.1538, 2.7838]], "lowdin_spin": [0.027, 0.129, 0.245, 0.063, 0.000, 0.002, 0.003, 0.029, 0.071, 0.003, 0.056, 0.118, 0.004, 0.039, -0.004, 0.002, 0.213, 0.000, 0.000, 0.000]}

***

2.
{"formula": "C47H37EuN2O4P2S3", "method": "wB97M-V/def2-TZVPD", "multiplicity": 8, "homo_lumo_gap_ev": [4.2, 3.7], "total_energy_ha": -4810.5990, "total_charge": 1, "s_squared": 15.80, "elements": ["Eu", "O", "S", "C", "C", "C", "C", "C", "C", "P", "C", "C", "C", "C", "C", "C", "C", "C", "C", "C", "C", "C", "C", "C", "C", "C", "C", "C", "P", "C", "C", "C", "C", "C", "C", "C", "C", "C", "C", "C", "C", "H", "H", "H", "H", "H", "H", "H", "H", "H", "H", "H", "H", "H", "H", "H", "H", "H", "H", "H", "H", "H", "H", "H", "H", "H", "H", "H", "H", "O", "C", "C", "C", "C", "C", "C", "C", "O", "N", "N", "C", "S", "C", "C", "S", "H", "H", "H", "H", "H", "H", "H", "H", "H", "O", "C"], "positions_angstrom": [[0.4653, -0.2067, -0.0482], [-0.7919, -3.5719, -2.4656], [-0.8036, -2.1491, -2.1010], [-1.5630, -1.2491, -3.4723], [-2.3374, -1.9368, -4.3871], [-2.9378, -1.2336, -5.4231], [-2.7590, 0.1389, -5.5284], [-1.9464, 0.8178, -4.6284], [-1.3215, 0.1175, -3.6034], [-0.0167, 0.7899, -2.5250], [-0.1149, 2.5973, -2.5606], [-1.2907, 3.1880, -2.0912], [-1.3478, 4.5586, -1.9112], [-0.2283, 5.3404, -2.1705], [0.9400, 4.7539, -2.6303], [1.0022, 3.3818, -2.8298], [1.4466, 0.2968, -3.4944], [1.5909, 0.6296, -4.8401], [2.7142, 0.2144, -5.5359], [3.6939, -0.5349, -4.8976], [3.5485, -0.8834, -3.5637], [2.4248, -0.4721, -2.8636], [-2.1771, -1.9827, -0.8861], [-3.4844, -1.7199, -1.2723], [-4.5203, -1.8318, -0.3580], [-4.2578, -2.2327, 0.9419], [-2.9552, -2.4919, 1.3366], [-1.8967, -2.3684, 0.4368], [-0.1555, -2.6313, 0.9992], [-0.3366, -2.3350, 2.7939], [-0.3080, -1.0076, 3.2278], [-0.5383, -0.6975, 4.5570], [-0.7796, -1.7159, 5.4691], [-0.7710, -3.0391, 5.0523], [-0.5518, -3.3530, 3.7182], [0.1708, -4.4046, 0.8481], [1.4357, -4.8291, 1.2600], [1.7643, -6.1723, 1.1957], [0.8413, -7.0882, 0.7075], [-0.4073, -6.6612, 0.2832], [-0.7506, -5.3183, 0.3513], [-2.4610, -3.0074, -4.2733], [-3.5502, -1.7603, -6.1424], [-3.2331, 0.6845, -6.3341], [-1.7864, 1.8849, -4.7255], [-2.1507, 2.5615, -1.8728], [-2.2610, 5.0251, -1.5636], [-0.2707, 6.4099, -2.0126], [1.8099, 5.3647, -2.8329], [1.9141, 2.9207, -3.1869], [0.8252, 1.2100, -5.3403], [2.8242, 0.4717, -6.5815], [4.5735, -0.8496, -5.4432], [4.3084, -1.4734, -3.0686], [2.3187, -0.7584, -1.8204], [-3.7074, -1.4373, -2.2912], [-5.5339, -1.6196, -0.6718], [-5.0680, -2.3476, 1.6502], [-2.7549, -2.8011, 2.3533], [-0.0878, -0.2006, 2.5302], [-0.5116, 0.3329, 4.8879], [-0.9657, -1.4760, 6.5076], [-0.9375, -3.8343, 5.7674], [-0.5456, -4.3861, 3.3932], [2.1541, -4.1075, 1.6336], [2.7417, -6.5048, 1.5202], [1.1009, -8.1373, 0.6541], [-1.1213, -7.3768, -0.1033], [-1.7202, -4.9873, 0.0033], [2.4866, 4.5736, 3.9710], [3.5146, 3.6976, 3.8185], [4.6167, 3.8460, 4.6538], [5.6938, 2.9879, 4.5525], [5.6978, 1.9673, 3.6055], [4.6109, 1.8088, 2.7734], [3.5035, 2.6617, 2.8739], [2.3782, 2.4157, 2.0112], [2.2697, 0.4468, 0.4325], [0.8158, 2.3955, 0.7639], [-0.4308, 1.8054, 0.8680], [-1.4365, 2.4046, 1.3916], [-1.4845, 4.0060, 2.0697], [-3.2418, 3.9229, 2.5457], [-3.9695, 3.0212, 1.5747], [-2.9572, 1.5199, 1.3698], [1.8074, 4.4389, 3.3022], [4.6073, 4.6555, 5.3722], [6.5390, 3.1116, 5.2164], [6.5490, 1.3059, 3.5179], [4.5872, 1.0245, 2.0267], [-3.6382, 4.9372, 2.5186], [-3.2962, 3.5479, 3.5662], [-4.0862, 3.4862, 0.5975], [-4.9405, 2.7148, 1.9591], [1.2219, 3.2463, 1.8567], [1.9889, 1.5429, 1.0632]], "lowdin_spin": [3.068, -0.002, -0.001, 0.000, 0.000, 0.000, 0.000, 0.000, 0.000, 0.004, 0.002, 0.002, 0.002, 0.001, 0.002, 0.001, 0.002, 0.000, 0.000, 0.000, 0.001, 0.004, 0.002, 0.001, 0.001, 0.000, 0.002, 0.003, 0.007, 0.003, 0.012, 0.001, 0.000, 0.000, 0.000, -0.001, 0.000, 0.000, 0.000, 0.000, -0.001, 0.000, 0.000, 0.000, 0.000, 0.001, 0.000, 0.000, 0.000, 0.000, 0.000, 0.000, 0.000, 0.000, 0.002, 0.000, 0.000, 0.000, 0.000, 0.010, 0.000, 0.000, 0.000, 0.000, 0.000, 0.000, 0.000, 0.000, 0.000, 0.068, 0.159, -0.003, 0.206, 0.012, 0.148, 0.136, 0.364, 0.244, 0.371, 0.528, 0.482, 0.272, 0.024, 0.025, 0.180, 0.001, -0.004, 0.013, -0.004, 0.007, 0.001, 0.005, 0.003, 0.000, 0.165, 0.465]}

***

3.
{"formula": "C18H27MgN2O5Te", "method": "wB97M-V/def2-TZVPD", "homo_lumo_gap_ev": 4.4, "total_energy_ha": -1656.0092, "total_charge": -1, "elements": ["Mg", "C", "O", "C", "C", "C", "C", "C", "C", "O", "C", "O", "C", "H", "H", "H", "H", "H", "H", "H", "H", "H", "Te", "N", "C", "N", "C", "C", "O", "C", "C", "H", "H", "H", "H", "H", "H", "H", "H", "C", "C", "O", "C", "C", "H", "H", "H", "H", "H", "H", "H", "H", "H", "H"], "positions_angstrom": [[0.2618, 1.2976, -1.4670], [-0.1304, 0.4696, 5.3510], [1.2430, 0.4249, 5.0180], [1.5685, 0.5293, 3.6996], [2.9506, 0.4981, 3.4230], [3.3457, 0.6197, 2.1197], [2.4383, 0.7446, 1.0489], [2.9310, 0.7702, -0.3226], [4.3154, 1.2539, -0.6649], [2.2116, 0.4511, -1.2734], [1.0398, 0.7704, 1.3268], [0.1140, 0.9137, 0.4461], [0.6450, 0.6626, 2.6936], [-0.1823, 0.3588, 6.4312], [-0.6807, -0.3455, 4.8737], [-0.5766, 1.4226, 5.0563], [3.6544, 0.3862, 4.2354], [4.4046, 0.5856, 1.8997], [4.9493, 1.4919, 0.1823], [4.1248, 2.1618, -1.2480], [4.7997, 0.5389, -1.3295], [-0.4175, 0.7174, 2.8796], [0.7706, 3.4468, -2.9004], [-0.0693, -0.6029, -2.6230], [0.3483, -1.5798, -2.1687], [0.8551, -2.6787, -1.6202], [0.1912, -3.9523, -1.9217], [-0.9734, -4.1660, -0.9678], [-0.5442, -4.0879, 0.3780], [0.0045, -2.8042, 0.6691], [1.2203, -2.5396, -0.1930], [0.9361, -4.7394, -1.7927], [-0.1358, -3.9486, -2.9607], [-1.4128, -5.1544, -1.1037], [-1.7477, -3.4091, -1.1563], [0.2699, -2.7994, 1.7250], [-0.7529, -2.0278, 0.4977], [1.9980, -3.2791, 0.0078], [1.6279, -1.5464, -0.0302], [-3.0071, -0.3752, -1.2405], [-3.1580, 0.7366, -2.2550], [-2.9468, 1.9523, -1.5788], [-3.0721, 3.0849, -2.4434], [-2.9244, 4.3331, -1.6129], [-3.0804, -1.3551, -1.7183], [-3.7792, -0.2986, -0.4728], [-2.0423, -0.3073, -0.7355], [-4.1682, 0.7161, -2.6921], [-2.4422, 0.6243, -3.0790], [-4.0595, 3.0367, -2.9283], [-2.2836, 3.0483, -3.2017], [-3.6599, 4.3588, -0.8046], [-3.0595, 5.2126, -2.2456], [-1.9124, 4.3782, -1.2100]], "mulliken_charge": [0.657, -0.784, -0.457, 1.251, -1.123, -0.992, -0.012, 0.975, -1.324, -0.454, 0.488, -1.002, -0.211, 0.232, 0.306, 0.329, 0.424, 0.249, 0.458, 0.265, 0.291, 0.379, -1.210, -0.594, 0.955, -0.112, -0.770, -0.139, -0.453, -0.267, 0.151, 0.310, 0.443, 0.366, 0.063, 0.361, 0.139, 0.265, -0.418, -0.519, -0.514, -0.281, -0.191, -1.129, 0.276, 0.462, -0.245, 0.449, 0.302, 0.307, 0.194, 0.306, 0.370, 0.181]}

***

4.
{"formula": "H2N2O3S", "method": "wB97M-V/def2-TZVPD", "homo_lumo_gap_ev": 10.2, "total_energy_ha": -734.4826, "total_charge": 0, "elements": ["N", "N", "O", "O", "O", "S", "H", "H"], "positions_angstrom": [[-1.6274, -0.0843, 0.3011], [1.8667, 0.9992, -0.2837], [0.7284, 0.4854, -0.6756], [2.4256, 0.4287, 0.5959], [0.0390, -1.9409, -0.5898], [-0.0853, -0.8433, 0.2945], [-1.7936, 0.4186, -0.6653], [-1.5535, 0.5366, 1.0228]], "mulliken_charge": [-0.541, 0.403, -0.244, -0.414, -0.435, 0.602, 0.333, 0.296]}

***

For reference, max |F| by record: 3.44 8.59 1.18 5.94 eV Å⁻¹.
For reference, ΔE to the lowest compared entry with this formula, charge and spin by record: 0.919 13.918 0.012 1.602 eV.